# 1
C14H32O18S4 | ωB97M-V/def2-TZVPD

The energy is -95223.779 eV. As for the lowest unoccupied orbital energy: -0.0086 hartree. The calculation puts the HOMO-LUMO gap at 9.005 eV. The spin multiplicity is 1. Its structure (SMILES) is O=S1(=O)CCCC1.O=S1(=O)OCCO1.O=S1(=O)OCCO1.O=S1(=O)OCCO1.OCCO.OCCO. As for the net charge: 0.

Geometry (Å):
1 O -2.980 0.805 -0.288
2 S -1.924 0.568 -1.229
3 O -2.176 0.430 -2.649
4 C -0.629 1.985 -0.870
5 C 0.380 1.448 0.172
6 C -0.016 -0.022 0.572
7 C -0.839 -0.714 -0.520
8 H -1.276 2.817 -0.590
9 H -0.072 2.224 -1.776
10 H 1.439 1.568 -0.056
11 H 0.330 2.027 1.095
12 H -0.517 -0.024 1.540
13 H 0.924 -0.556 0.709
14 H -1.272 -1.700 -0.346
15 H -0.148 -1.030 -1.303
16 O 4.344 -0.361 4.311
17 S 3.692 -1.286 3.380
18 O 2.613 -2.147 3.867
19 O 3.109 -0.466 2.008
20 C 3.797 -0.759 0.862
21 C 5.169 -1.386 1.321
22 O 4.808 -2.123 2.465
23 H 3.194 -1.435 0.256
24 H 3.706 0.146 0.260
25 H 5.934 -0.629 1.494
26 H 5.464 -2.082 0.536
27 O 1.933 5.836 -1.665
28 S 2.446 4.811 -0.697
29 O 1.633 4.358 0.466
30 O 3.113 3.557 -1.565
31 C 4.318 3.712 -2.194
32 C 4.920 4.925 -1.451
33 O 4.030 5.087 -0.345
34 H 4.938 2.831 -2.029
35 H 4.189 3.834 -3.269
36 H 4.969 5.805 -2.092
37 H 5.918 4.610 -1.146
38 O 0.178 -3.420 0.506
39 S 1.447 -4.179 0.274
40 O 2.431 -4.417 1.357
41 O 1.097 -5.652 -0.391
42 C 2.148 -6.086 -1.199
43 C 2.788 -4.897 -1.885
44 O 2.183 -3.816 -1.166
45 H 2.892 -6.430 -0.480
46 H 2.025 -6.966 -1.831
47 H 2.679 -4.755 -2.960
48 H 3.834 -4.662 -1.692
49 O -7.765 1.665 -2.617
50 C -6.424 1.339 -2.176
51 C -5.910 0.241 -3.048
52 O -6.642 -0.931 -3.005
53 H -8.276 0.857 -2.529
54 H -5.949 2.299 -2.374
55 H -6.344 1.173 -1.102
56 H -4.912 0.216 -2.610
57 H -5.889 0.593 -4.079
58 H -6.896 -1.168 -3.900
59 O -4.323 0.363 2.003
60 C -3.491 0.156 3.058
61 C -4.225 0.362 4.487
62 O -3.484 -0.409 5.455
63 H -3.807 0.268 1.198
64 H -3.127 -0.871 3.067
65 H -2.610 0.787 2.944
66 H -5.305 0.275 4.368
67 H -4.142 1.409 4.780
68 H -3.644 -0.008 6.312

---

# 2
C2H4Al | ωB97M-V/def2-TZVPD

The energy is -8722.820 eV. As for the lowest unoccupied orbital energy (spin up / spin down): -0.2862 / -0.2484 hartree. The calculation puts the HOMO-LUMO gap (spin up / spin down) at 6.070 / 7.829 eV. The spin multiplicity is 1. As for the net charge: +1.

Geometry (Å):
1 C 0.354 -0.259 -0.283
2 C -0.493 0.354 0.643
3 H -0.044 -1.010 -0.982
4 H 1.361 -0.571 0.040
5 H 0.009 0.648 1.580
6 Al -2.238 0.194 0.584
7 H 1.051 0.644 -1.582

---

# 3
C33H32BF5O2S | ωB97M-V/def2-TZVPD

The energy is -63933.611 eV. As for the lowest unoccupied orbital energy: -0.1338 hartree. The calculation puts the HOMO-LUMO gap at 2.950 eV. The spin multiplicity is 1. As for the net charge: 0.

Geometry (Å):
1 F -4.046 2.888 0.621
2 C -3.999 1.551 0.927
3 C -5.147 0.785 0.719
4 C -5.067 -0.594 0.969
5 C -3.874 -1.162 1.394
6 C -2.709 -0.371 1.551
7 C -1.451 -1.017 1.750
8 C -0.263 -0.416 1.305
9 C 0.869 -1.124 0.917
10 C 2.137 -0.536 0.629
11 C 2.332 0.873 0.596
12 C 3.606 1.344 0.300
13 F 3.805 2.707 0.241
14 C 4.694 0.512 0.055
15 C 4.498 -0.878 0.129
16 C 3.237 -1.394 0.385
17 C -2.799 1.031 1.382
18 H -6.050 1.246 0.352
19 H -5.939 -1.234 0.821
20 H -3.793 -2.232 1.613
21 H -1.504 -2.097 1.910
22 H -0.249 0.667 1.213
23 H 0.784 -2.200 0.754
24 H 1.509 1.559 0.792
25 H 5.668 0.932 -0.180
26 H 5.337 -1.559 -0.014
27 H 3.067 -2.474 0.432
28 H -1.952 1.696 1.556
29 C -3.571 -4.006 10.334
30 C -2.812 -3.262 9.309
31 C -1.682 -2.491 9.469
32 C -1.186 -1.921 8.242
33 C -1.932 -2.279 7.138
34 B -1.542 -2.057 5.555
35 C -2.224 -0.590 5.184
36 C -1.484 0.583 5.146
37 C -2.131 1.819 4.960
38 C -3.512 1.844 4.776
39 C -4.262 3.149 4.629
40 F -5.021 3.137 3.482
41 F -5.127 3.375 5.665
42 F -3.434 4.230 4.553
43 C -4.252 0.669 4.754
44 C -3.598 -0.547 4.978
45 O -0.112 -2.108 5.633
46 C 0.297 -3.197 4.823
47 C 0.727 -2.579 3.509
48 C 1.479 -3.902 5.466
49 C -1.041 -4.099 4.691
50 C -1.235 -4.815 3.353
51 C -1.133 -5.063 5.875
52 O -2.087 -3.137 4.783
53 S -3.291 -3.250 7.629
54 H -2.989 -3.992 11.259
55 H -4.543 -3.534 10.535
56 H -3.728 -5.037 10.017
57 H -1.219 -2.374 10.447
58 H -0.321 -1.276 8.240
59 H -0.399 0.560 5.271
60 H -1.563 2.745 4.979
61 H -5.327 0.692 4.584
62 H -4.182 -1.468 4.991
63 H 1.014 -3.303 2.738
64 H -0.096 -1.971 3.131
65 H 1.559 -1.878 3.657
66 H 1.830 -4.725 4.822
67 H 2.304 -3.187 5.593
68 H 1.204 -4.302 6.449
69 H -0.375 -5.457 3.123
70 H -2.126 -5.456 3.394
71 H -1.377 -4.097 2.538
72 H -0.420 -5.892 5.757
73 H -0.912 -4.529 6.811
74 H -2.142 -5.493 5.944

---

# 4
C6H12ClIO2PPb | ωB97M-V/def2-TZVPD

The energy is -45636.181 eV. As for the lowest unoccupied orbital energy (spin up / spin down): -0.6335 / -0.6326 hartree. The calculation puts the HOMO-LUMO gap (spin up / spin down) at 3.416 / 3.478 eV. The spin multiplicity is 1. As for the net charge: +3.

Geometry (Å):
1 C 1.532 2.427 0.651
2 I 0.505 -0.953 1.212
3 H 1.438 3.525 0.452
4 H 1.364 2.335 1.729
5 H 0.773 1.867 0.091
6 Pb 3.690 2.009 0.038
7 P -0.811 -1.018 -0.834
8 C -2.418 -1.470 -0.153
9 C -0.817 0.513 -1.765
10 H 0.760 -2.088 -2.289
11 H -0.912 -2.458 -2.735
12 H -0.152 -3.269 -1.307
13 C -0.227 -2.340 -1.884
14 H 0.208 0.773 -2.106
15 H -1.483 0.385 -2.643
16 H -3.134 -1.611 -0.978
17 H -2.784 -0.659 0.497
18 H -1.255 1.312 -1.148
19 H -2.295 -2.400 0.428
20 C -1.285 0.951 3.967
21 O -1.961 0.252 4.578
22 Cl 2.920 0.545 -1.887
23 O 3.034 0.468 3.554
24 C 3.310 0.904 2.531

---

# 5
C6H22BClCoN6O16 | ωB97M-V/def2-TZVPD

The energy is -99074.529 eV. The expectation value of S² is 3.76. As for the lowest unoccupied orbital energy (spin up / spin down): -0.0857 / -0.1235 hartree. The calculation puts the HOMO-LUMO gap (spin up / spin down) at 8.184 / 7.154 eV. The spin multiplicity is 4. As for the net charge: 0.

Geometry (Å):
1 Co 7.954 -2.703 -18.196
2 Cl 4.389 -2.259 -18.621
3 O 3.882 -1.626 -19.822
4 O 3.465 -3.166 -18.011
5 O 5.731 -2.804 -18.771
6 O 4.648 -1.180 -17.658
7 B 7.989 -3.671 -16.250
8 H 8.819 -3.743 -16.935
9 H 7.490 -2.724 -16.385
10 H 7.407 -4.553 -16.470
11 H 8.371 -3.725 -15.242
12 C 6.672 -0.582 -21.623
13 N 8.028 -0.913 -21.102
14 O 9.000 -0.475 -21.637
15 O 8.177 -1.628 -20.124
16 H 6.718 -0.393 -22.695
17 H 6.345 0.340 -21.143
18 H 6.157 -1.501 -21.341
19 C 0.596 -4.311 -19.805
20 N -0.108 -5.587 -20.201
21 O -0.991 -5.990 -19.482
22 O 0.261 -6.096 -21.271
23 H 0.017 -4.050 -18.919
24 H 0.542 -3.593 -20.623
25 H 1.649 -4.445 -19.557
26 C 3.379 2.104 -20.704
27 N 3.090 3.345 -19.909
28 O 2.536 4.188 -20.600
29 O 3.506 3.376 -18.782
30 H 2.515 1.849 -21.318
31 H 3.657 1.280 -20.046
32 H 4.274 2.057 -21.323
33 C 0.706 -0.801 -19.991
34 N -0.144 0.228 -20.645
35 O -1.079 -0.170 -21.316
36 O 0.182 1.414 -20.455
37 H 0.042 -1.594 -19.647
38 H 1.065 -0.383 -19.050
39 H 1.366 -1.310 -20.693
40 C 4.263 -5.290 -15.523
41 N 5.172 -5.765 -14.424
42 O 4.710 -5.893 -13.326
43 O 6.398 -5.743 -14.590
44 H 4.867 -4.615 -16.131
45 H 3.412 -4.784 -15.067
46 H 3.986 -6.153 -16.128
47 C 1.250 -1.550 -15.954
48 N 1.730 -1.837 -14.573
49 O 2.977 -1.736 -14.416
50 O 0.875 -2.104 -13.705
51 H 1.097 -2.402 -16.617
52 H 1.929 -0.992 -16.597
53 H 0.329 -0.967 -15.957

---

# 6
C24H46F3MgO16 | ωB97M-V/def2-TZVPD

The energy is -71985.861 eV. As for the lowest unoccupied orbital energy: -0.1766 hartree. The calculation puts the HOMO-LUMO gap at 6.368 eV. The spin multiplicity is 1. As for the net charge: +1.

Geometry (Å):
1 Mg -0.023 -3.304 2.520
2 C -0.129 -0.264 1.828
3 O -0.701 -0.493 0.533
4 O -0.122 -1.406 2.457
5 C 1.183 0.504 1.744
6 F 0.983 1.804 1.445
7 F 1.884 0.497 2.883
8 F 2.034 0.103 0.759
9 C -0.956 0.583 -0.353
10 C -1.545 -0.030 -1.602
11 H -1.713 0.672 -2.413
12 H -0.865 -0.803 -1.972
13 H -2.489 -0.546 -1.408
14 H -0.057 1.155 -0.584
15 H -1.686 1.284 0.076
16 H -0.798 0.500 2.286
17 C 1.173 -2.556 -4.294
18 C 1.032 -1.609 -5.530
19 C -0.046 -2.310 -6.363
20 O 0.102 -3.697 -6.088
21 C 0.449 -3.842 -4.715
22 H 0.754 -2.128 -3.386
23 H 2.244 -2.713 -4.140
24 H 1.958 -1.760 -6.081
25 H 0.895 -0.584 -5.209
26 H 0.223 -2.195 -7.417
27 H -1.078 -1.957 -6.265
28 H 0.987 -4.763 -4.510
29 H -0.503 -3.862 -4.156
30 C -2.144 3.527 6.187
31 C -0.948 2.659 5.791
32 C -0.327 3.370 4.558
33 O -1.216 4.375 4.193
34 C -1.925 4.795 5.358
35 H -2.087 3.762 7.248
36 H -3.089 3.077 5.900
37 H -1.189 1.602 5.675
38 H -0.152 2.650 6.541
39 H -0.158 2.658 3.744
40 H 0.691 3.692 4.814
41 H -2.858 5.208 4.969
42 H -1.429 5.614 5.890
43 C 4.937 1.440 1.910
44 O 4.512 2.686 2.403
45 C 4.975 3.761 1.755
46 O 5.692 3.720 0.798
47 O 4.449 4.839 2.326
48 C 5.074 6.065 1.993
49 H 6.022 1.334 1.822
50 H 4.594 1.256 0.888
51 H 4.578 0.635 2.542
52 H 5.080 6.731 2.857
53 H 4.547 6.580 1.192
54 H 6.127 5.946 1.739
55 C -3.594 -1.900 1.665
56 O -4.025 -2.819 2.691
57 C -3.150 -3.587 3.245
58 O -1.987 -3.667 2.841
59 O -3.663 -4.202 4.276
60 C -2.768 -4.872 5.191
61 H -3.099 -1.050 2.129
62 H -4.474 -1.590 1.114
63 H -2.910 -2.380 0.966
64 H -1.971 -5.405 4.681
65 H -3.392 -5.567 5.742
66 H -2.360 -4.147 5.894
67 C -1.916 -5.558 -0.353
68 O -0.765 -5.097 -1.073
69 C 0.014 -4.241 -0.489
70 O -0.184 -3.758 0.638
71 O 1.006 -3.927 -1.258
72 C 1.877 -2.850 -0.874
73 H -2.294 -6.426 -0.875
74 H -2.692 -4.787 -0.345
75 H -1.698 -5.748 0.697
76 H 2.337 -2.368 -1.730
77 H 2.694 -3.255 -0.272
78 H 1.387 -2.056 -0.309
79 C 0.789 3.432 -4.016
80 O -0.156 3.686 -5.028
81 C -0.755 2.653 -5.624
82 O -0.623 1.492 -5.330
83 O -1.415 3.132 -6.667
84 C -2.394 2.264 -7.262
85 H 0.490 4.013 -3.142
86 H 1.759 3.778 -4.364
87 H 0.843 2.398 -3.688
88 H -3.340 2.433 -6.752
89 H -2.128 1.215 -7.136
90 H -2.390 2.497 -8.319

---

# 7
C38H46HgOP2Si | ωB97M-V/def2-TZVPD

The energy is -72826.462 eV. As for the lowest unoccupied orbital energy: -0.0829 hartree. The calculation puts the HOMO-LUMO gap at 5.587 eV. The spin multiplicity is 1. As for the net charge: 0.

Geometry (Å):
1 Hg 1.765 -1.739 4.466
2 C -2.751 0.295 5.298
3 C -2.886 0.049 3.990
4 C -3.060 1.074 2.893
5 C -1.766 1.721 2.351
6 C -0.875 2.454 3.310
7 C -1.169 2.834 4.558
8 C -2.536 2.899 5.167
9 C -2.927 1.636 5.974
10 C 3.020 -0.045 3.964
11 H -2.474 -0.527 5.986
12 H -3.091 -0.978 3.629
13 H -3.766 1.851 3.199
14 H -3.528 0.556 2.036
15 H -1.156 0.932 1.884
16 H -2.041 2.407 1.535
17 H 0.159 2.540 2.939
18 H -0.363 3.167 5.219
19 H -3.270 3.012 4.367
20 H -2.592 3.768 5.851
21 H -2.385 1.658 6.932
22 H -3.999 1.741 6.221
23 H 3.813 0.091 4.695
24 H 2.432 0.875 3.905
25 H 3.447 -0.284 2.985
26 P 0.080 -2.218 -4.276
27 P 2.011 0.336 -4.623
28 C -0.571 -0.645 -4.883
29 C 0.270 0.402 -5.101
30 C -0.701 -3.407 -5.465
31 C -1.853 -3.110 -6.208
32 C -2.430 -4.071 -7.050
33 C -1.840 -5.333 -7.185
34 C -0.654 -5.621 -6.493
35 C -0.082 -4.665 -5.649
36 C -0.909 -2.365 -2.733
37 C -0.588 -1.478 -1.684
38 C -1.325 -1.521 -0.502
39 C -2.390 -2.422 -0.363
40 C -2.701 -3.295 -1.410
41 C -1.954 -3.286 -2.590
42 C 2.690 1.076 -6.205
43 C 2.607 0.300 -7.383
44 C 3.023 0.827 -8.609
45 C 3.528 2.134 -8.687
46 C 3.625 2.900 -7.521
47 C 3.228 2.369 -6.285
48 C 2.104 1.771 -3.479
49 C 3.258 1.876 -2.674
50 C 3.426 2.988 -1.851
51 C 2.444 3.988 -1.802
52 C 1.285 3.859 -2.573
53 C 1.098 2.739 -3.388
54 H -1.656 -0.573 -5.034
55 H -0.037 1.305 -5.644
56 H -2.309 -2.125 -6.137
57 H -3.340 -3.826 -7.605
58 H -2.296 -6.088 -7.832
59 H -0.170 -6.595 -6.617
60 H 0.849 -4.881 -5.120
61 H 0.227 -0.758 -1.805
62 H -1.069 -0.848 0.317
63 H -2.980 -2.427 0.557
64 H -3.532 -3.991 -1.309
65 H -2.189 -3.981 -3.399
66 H 2.193 -0.712 -7.345
67 H 2.939 0.226 -9.517
68 H 3.827 2.556 -9.649
69 H 3.996 3.926 -7.566
70 H 3.312 2.979 -5.382
71 H 4.017 1.091 -2.718
72 H 4.331 3.078 -1.250
73 H 2.587 4.866 -1.168
74 H 0.518 4.631 -2.548
75 H 0.176 2.634 -3.959
76 C -1.137 0.012 8.801
77 Si 0.538 -0.675 8.122
78 C 1.627 0.757 8.752
79 C 0.761 -2.106 9.355
80 O 0.667 -1.051 6.587
81 H -1.174 -0.133 9.893
82 H -2.003 -0.502 8.364
83 H -1.248 1.090 8.615
84 H 1.666 0.716 9.849
85 H 2.654 0.723 8.366
86 H 1.193 1.727 8.470
87 H -0.042 -2.846 9.265
88 H 1.713 -2.647 9.245
89 H 0.710 -1.667 10.360

---

# 8
C4H5NO3 | ωB97M-V/def2-TZVPD

The energy is -11856.259 eV. As for the lowest unoccupied orbital energy (spin up / spin down): -0.0568 / -0.1375 hartree. The calculation puts the HOMO-LUMO gap (spin up / spin down) at 8.704 / 6.187 eV. The spin multiplicity is 1. As for the net charge: 0.

Geometry (Å):
1 C -0.128 -1.120 0.301
2 C -0.275 1.102 0.292
3 C 1.270 -0.719 -0.284
4 C 1.208 0.823 -0.137
5 N -0.846 -0.076 0.499
6 O -0.245 -2.264 0.512
7 O -0.796 2.167 0.420
8 O -3.195 -0.481 -0.192
9 H 1.952 -1.027 0.476
10 H 1.510 -1.241 -1.316
11 H 1.467 1.390 -0.959
12 H 1.737 1.140 0.776
13 H -3.659 0.306 -0.389